{
  "formula": "C45H39BrF4N2O5PPdTe",
  "method": "the ωB97M-V functional and the def2-TZVPD basis",
  "species": ["Pd", "F", "C", "C", "F", "C", "F", "C", "P", "C", "C", "C", "C", "C", "C", "C", "C", "C", "C", "C", "C", "C", "Br", "C", "F", "H", "H", "H", "H", "H", "H", "H", "H", "H", "H", "O", "C", "O", "C", "C", "C", "C", "C", "C", "N", "O", "O", "H", "H", "H", "H", "C", "C", "O", "N", "Te", "C", "C", "C", "C", "C", "C", "C", "C", "C", "C", "C", "C", "C", "C", "C", "C", "C", "C", "H", "H", "H", "H", "H", "H", "H", "H", "H", "H", "H", "H", "H", "H", "H", "H", "H", "H", "H", "H", "H", "H", "H", "H", "H"],
  "xyz": [[0.05, -0.10, 0.23], [-1.22, 5.48, 4.30], [-0.91, 4.26, 3.92], [-1.07, 3.20, 4.80], [-1.52, 3.42, 6.02], [-0.75, 1.92, 4.39], [-0.90, 0.94, 5.28], [-0.29, 1.65, 3.11], [0.06, -0.04, 2.59], [-1.27, -1.09, 3.14], [-1.02, -2.45, 3.38], [-2.07, -3.29, 3.72], [-3.36, -2.78, 3.82], [-3.61, -1.44, 3.57], [-2.57, -0.60, 3.23], [1.60, -0.54, 3.37], [2.79, -0.31, 2.67], [4.01, -0.64, 3.25], [4.04, -1.21, 4.51], [2.86, -1.43, 5.21], [1.63, -1.09, 4.65], [-0.12, 2.74, 2.25], [0.61, 2.56, 0.51], [-0.42, 4.03, 2.64], [-0.27, 5.06, 1.82], [-0.01, -2.85, 3.30], [-1.88, -4.33, 3.92], [-4.17, -3.44, 4.10], [-4.62, -1.05, 3.64], [-2.77, 0.45, 3.04], [2.76, 0.17, 1.70], [4.93, -0.45, 2.71], [4.98, -1.47, 4.96], [2.89, -1.86, 6.21], [0.72, -1.26, 5.21], [4.17, -0.92, -0.67], [2.92, -1.33, -0.60], [2.03, -0.50, -0.73], [2.78, -2.77, -0.35], [1.49, -3.28, -0.26], [1.30, -4.63, -0.01], [2.39, -5.47, 0.15], [3.66, -4.93, 0.06], [3.89, -3.59, -0.19], [4.83, -5.81, 0.26], [5.92, -5.27, 0.32], [4.63, -7.00, 0.28], [0.62, -2.64, -0.42], [0.30, -5.03, 0.05], [2.28, -6.52, 0.34], [4.91, -3.24, -0.25], [-2.81, -2.33, 0.03], [-2.99, -0.84, 0.07], [-4.10, -0.35, 0.35], [-1.93, -0.06, -0.23], [-3.08, 2.02, 0.11], [-3.79, 3.95, 0.78], [-3.41, 5.09, 0.08], [-2.46, 5.13, -1.09], [-3.97, 6.29, 0.51], [-4.83, 6.37, 1.60], [-5.41, 7.68, 2.05], [-5.13, 5.19, 2.29], [-4.61, 3.96, 1.91], [-4.95, 2.73, 2.72], [-3.85, 2.06, -1.83], [-2.99, 2.04, -2.93], [-1.48, 2.03, -2.85], [-3.57, 2.06, -4.19], [-4.94, 2.11, -4.37], [-5.54, 2.13, -5.75], [-5.76, 2.12, -3.25], [-5.25, 2.10, -1.96], [-6.19, 2.10, -0.79], [-3.79, -2.81, -0.05], [-2.33, -2.65, 0.96], [-2.19, -2.63, -0.82], [-1.95, 4.18, -1.26], [-1.70, 5.89, -0.92], [-2.99, 5.39, -2.01], [-3.72, 7.20, -0.02], [-5.06, 8.51, 1.44], [-5.15, 7.88, 3.09], [-6.50, 7.66, 1.99], [-5.79, 5.24, 3.15], [-5.74, 2.94, 3.43], [-4.08, 2.39, 3.30], [-5.28, 1.90, 2.09], [-1.11, 1.86, -1.84], [-1.08, 2.99, -3.19], [-1.07, 1.26, -3.49], [-2.92, 2.05, -5.06], [-4.78, 2.17, -6.53], [-6.20, 3.00, -5.87], [-6.15, 1.24, -5.92], [-6.83, 2.14, -3.37], [-7.22, 1.99, -1.13], [-6.13, 3.03, -0.23], [-5.99, 1.26, -0.11]],
  "mulliken_spin": [1.237, 0.000, 0.001, 0.004, 0.001, -0.012, -0.001, -0.028, 0.250, 0.035, -0.001, -0.011, 0.030, 0.001, 0.022, 0.035, 0.007, 0.003, 0.007, 0.000, 0.016, 0.028, 0.133, -0.008, -0.002, -0.003, 0.000, 0.000, 0.002, -0.010, 0.018, 0.001, 0.000, 0.000, 0.001, 0.959, 0.023, 0.074, -0.015, 0.037, 0.018, -0.002, -0.019, 0.009, 0.000, 0.000, 0.000, -0.038, 0.002, 0.000, 0.005, 0.079, -0.097, 0.197, 0.856, 0.764, 0.273, -0.018, 0.058, 0.012, 0.010, 0.000, 0.022, -0.136, 0.090, 0.155, -0.031, -0.002, -0.006, 0.008, -0.001, 0.005, -0.120, 0.085, 0.008, -0.001, 0.006, -0.016, 0.007, 0.003, 0.004, 0.000, 0.001, 0.001, 0.001, 0.002, -0.008, -0.010, 0.010, 0.004, 0.002, 0.001, 0.000, 0.001, 0.001, 0.001, 0.001, -0.012, -0.018],
  "total_energy_ev": -161467.727,
  "spin_multiplicity": 6,
  "homo_energy_ev": [-13.266, -13.535],
  "molar_mass_g_mol": 1108.71,
  "gap_ha": [0.2831, 0.1858],
  "charge": 2,
  "relative_energy_ev": 1.594
}

{
  "formula": "C21H19FN5PdSeSi",
  "method": "the ωB97M-V functional and the def2-TZVPD basis",
  "species": ["Pd", "Se", "N", "C", "C", "C", "C", "C", "N", "C", "C", "N", "C", "C", "C", "C", "C", "N", "H", "H", "H", "H", "H", "H", "C", "Si", "C", "C", "N", "C", "C", "C", "C", "C", "C", "F", "H", "H", "H", "H", "H", "H", "H", "H", "H", "H", "H", "H", "H"],
  "xyz": [[0.09, -0.27, -0.77], [6.20, -0.49, 4.06], [6.07, -0.48, 2.28], [4.80, -0.45, 1.98], [4.28, -0.44, 0.63], [5.11, -0.48, -0.49], [4.52, -0.47, -1.74], [3.14, -0.43, -1.83], [2.34, -0.40, -0.75], [2.89, -0.41, 0.46], [1.97, -0.39, 1.60], [0.67, -0.36, 1.33], [-0.22, -0.34, 2.33], [0.16, -0.36, 3.66], [1.51, -0.39, 3.97], [2.43, -0.40, 2.93], [3.87, -0.43, 3.15], [4.42, -0.45, 4.32], [6.19, -0.50, -0.38], [5.12, -0.50, -2.64], [2.65, -0.42, -2.79], [-1.26, -0.31, 2.04], [-0.59, -0.35, 4.44], [1.85, -0.41, 5.00], [-1.25, -2.49, -1.18], [-2.75, -1.33, -1.22], [-3.80, -1.54, 0.30], [-3.65, -1.45, -2.84], [-1.85, 0.26, -1.06], [-2.22, 1.52, -1.23], [-3.56, 1.94, -1.53], [-3.85, 3.27, -1.69], [-2.85, 4.25, -1.56], [-1.53, 3.89, -1.25], [-1.26, 2.57, -1.09], [0.02, 2.17, -0.79], [-1.69, -3.49, -1.31], [-0.72, -2.62, -0.22], [-0.54, -2.44, -2.01], [-4.42, -2.43, 0.20], [-4.47, -0.69, 0.45], [-3.20, -1.66, 1.21], [-4.02, -2.47, -2.96], [-3.00, -1.23, -3.69], [-4.52, -0.79, -2.90], [-4.33, 1.19, -1.63], [-4.86, 3.57, -1.93], [-3.10, 5.29, -1.70], [-0.75, 4.64, -1.15]],
  "mulliken_spin": [1.543, 0.721, -0.104, 0.128, 0.020, 0.043, -0.010, 0.010, 0.035, 0.030, 0.068, 0.164, 0.013, 0.002, 0.027, 0.017, 0.118, -0.093, 0.000, 0.001, 0.002, 0.000, 0.002, 0.000, 0.026, -0.030, 0.017, 0.014, 0.553, 0.156, 0.129, -0.017, 0.245, -0.035, 0.132, 0.015, 0.022, 0.012, 0.006, 0.002, 0.000, 0.001, 0.001, 0.003, -0.001, 0.000, 0.005, 0.003, 0.003],
  "total_energy_ev": -108928.843,
  "spin_multiplicity": 5,
  "homo_energy_ev": [-16.833, -17.955],
  "molar_mass_g_mol": 573.88,
  "gap_ha": [0.2427, 0.1741],
  "charge": 3
}

{
  "formula": "C2H6FOP",
  "method": "the ωB97M-V functional and the def2-TZVPD basis",
  "species": ["C", "C", "O", "F", "P", "H", "H", "H", "H", "H", "H"],
  "xyz": [[0.13, 0.98, -0.15], [-0.89, -0.01, 0.24], [1.45, 0.46, -0.36], [0.06, -3.22, -1.42], [-0.32, -1.73, -0.20], [-0.05, 1.48, -1.10], [-0.01, 1.72, 0.63], [-1.88, 0.29, 0.20], [2.02, 0.41, 0.43], [-1.01, -2.47, 0.70], [1.05, -1.49, 0.27]],
  "nbo_charge": [-0.149, -0.497, -0.726, -0.653, 0.931, 0.199, 0.198, 0.206, 0.482, -0.020, 0.030],
  "total_energy_ev": -16221.789,
  "spin_multiplicity": 1,
  "homo_energy_ev": -8.952,
  "molar_mass_g_mol": 96.04,
  "gap_ha": 0.3129,
  "charge": 0,
  "relative_energy_ev": 5.024,
  "smiles": "OCC=[PH2]F"
}

{
  "formula": "C41H58AsHfN5O4S2Si3",
  "method": "the ωB97M-V functional and the def2-TZVPD basis",
  "species": ["Hf", "O", "C", "C", "C", "C", "C", "C", "C", "N", "C", "C", "N", "H", "H", "H", "H", "H", "H", "H", "O", "C", "O", "C", "C", "C", "C", "C", "C", "C", "C", "C", "N", "H", "H", "H", "H", "H", "H", "S", "C", "C", "C", "N", "C", "C", "C", "C", "C", "N", "C", "C", "H", "H", "H", "H", "H", "H", "H", "H", "C", "Si", "C", "C", "As", "Si", "C", "C", "C", "Si", "C", "C", "C", "H", "H", "H", "H", "H", "H", "H", "H", "H", "H", "H", "H", "H", "H", "H", "H", "H", "H", "H", "H", "H", "H", "H", "H", "H", "H", "H", "C", "S", "C", "H", "H", "H", "H", "H", "H", "C", "O", "H", "H", "H", "H"],
  "xyz": [[-0.45, -0.02, 0.18], [-0.97, 1.28, 1.62], [-0.40, 2.40, 2.15], [-1.24, 3.42, 2.52], [-0.73, 4.56, 3.12], [0.63, 4.73, 3.20], [1.51, 3.71, 2.84], [1.00, 2.54, 2.27], [1.87, 1.42, 1.96], [1.58, 0.27, 1.34], [2.67, -0.55, 1.32], [3.69, 0.11, 1.95], [3.20, 1.34, 2.29], [-2.30, 3.28, 2.37], [-1.46, 5.28, 3.47], [1.07, 5.64, 3.63], [2.56, 3.88, 2.99], [2.61, -1.57, 0.96], [4.66, -0.22, 2.21], [3.74, 2.05, 2.82], [-4.44, -0.79, 0.19], [-3.37, -0.41, -0.23], [-2.25, -0.70, 0.41], [-3.28, 0.37, -1.49], [-4.48, 0.76, -2.08], [-4.40, 1.47, -3.21], [-3.12, 1.78, -3.74], [-2.94, 2.50, -4.97], [-1.69, 2.73, -5.49], [-0.58, 2.18, -4.84], [-0.69, 1.43, -3.70], [-1.97, 1.29, -3.10], [-2.03, 0.63, -1.87], [-5.39, 0.45, -1.56], [-5.28, 1.78, -3.71], [-3.81, 2.96, -5.46], [-1.57, 3.34, -6.37], [0.41, 2.35, -5.27], [0.18, 0.90, -3.28], [2.58, 5.34, -3.23], [1.85, 4.12, -2.11], [0.51, 4.14, -1.66], [-0.06, 3.02, -1.10], [0.62, 1.88, -0.92], [1.88, 1.88, -1.36], [2.57, 2.95, -1.94], [3.04, 6.56, -1.98], [4.36, 6.97, -1.96], [4.81, 7.76, -0.90], [3.97, 8.24, 0.04], [2.71, 7.97, -0.11], [2.19, 7.10, -1.07], [-0.18, 4.95, -1.81], [-1.07, 3.05, -0.79], [2.47, 0.97, -1.21], [3.57, 2.81, -2.29], [5.10, 6.55, -2.65], [5.86, 7.96, -0.76], [2.07, 8.51, 0.57], [1.11, 6.93, -1.05], [1.49, -5.50, 2.75], [1.26, -4.54, 1.18], [3.05, -4.15, 0.70], [0.42, -5.47, -0.26], [-0.19, -2.56, 1.65], [0.08, -2.12, 4.06], [-0.30, -0.32, 4.51], [1.75, -2.65, 4.60], [-1.17, -2.98, 5.02], [-2.32, -3.66, 1.63], [-3.59, -2.73, 2.60], [-2.24, -5.46, 2.24], [-2.85, -3.79, -0.15], [1.69, -6.57, 2.49], [0.79, -5.35, 3.59], [2.48, -5.20, 3.19], [3.57, -5.07, 0.36], [3.59, -3.74, 1.56], [3.09, -3.41, -0.09], [1.08, -6.26, -0.59], [0.23, -4.83, -1.15], [-0.49, -5.93, 0.14], [0.40, 0.40, 4.17], [-0.37, -0.30, 5.60], [-1.27, -0.04, 4.12], [2.56, -1.97, 4.25], [1.90, -3.66, 4.24], [1.75, -2.76, 5.70], [-2.15, -2.52, 4.89], [-0.90, -2.79, 6.07], [-1.26, -4.06, 4.91], [-3.87, -3.23, 3.56], [-4.46, -2.75, 1.94], [-3.44, -1.68, 2.88], [-1.69, -5.57, 3.18], [-1.75, -6.17, 1.58], [-3.24, -5.78, 2.54], [-3.93, -3.79, -0.10], [-2.55, -4.67, -0.67], [-2.47, -2.99, -0.80], [-1.16, -1.65, -5.70], [-0.83, -2.55, -4.16], [-2.40, -3.31, -4.07], [-1.49, -2.34, -6.44], [-0.21, -1.19, -6.02], [-1.89, -0.85, -5.58], [-3.14, -2.61, -3.75], [-2.41, -4.07, -3.24], [-2.66, -3.80, -5.03], [1.90, -1.63, -1.77], [0.56, -0.98, -1.69], [2.38, -1.39, -2.71], [1.74, -2.70, -1.72], [2.48, -1.22, -0.96], [-0.04, -1.30, -2.41]],
  "mulliken_charge": [1.042, -0.353, -0.432, -0.539, -0.714, -0.991, -0.908, 1.371, -0.410, 2.138, -0.422, -1.616, 0.052, 0.556, 0.466, 0.492, 0.453, -0.186, 0.562, 0.258, -0.608, 0.148, -0.239, 0.128, -0.970, -1.105, 0.888, -0.768, -1.045, -0.766, 0.040, 0.076, 0.742, 0.609, 0.592, 0.433, 0.489, 0.560, -0.021, -0.147, -0.516, -1.155, -0.483, 1.416, 0.087, -0.890, 0.523, -0.243, -0.388, -0.546, -0.485, -0.210, 0.687, 0.569, -0.255, 0.601, 0.368, 0.371, 0.416, 0.320, -1.577, 1.067, -1.232, -0.785, 0.248, 0.304, -0.906, -0.799, -1.125, 0.786, -1.357, -1.243, -0.950, 0.450, 0.417, 0.462, 0.443, 0.300, 0.318, 0.520, 0.014, 0.151, 0.078, 0.561, 0.186, 0.234, 0.058, 0.387, 0.224, 0.441, 0.328, 0.462, 0.556, 0.208, 0.260, 0.388, 0.479, 0.507, 0.586, -0.346, -1.087, 0.245, -0.837, 0.496, 0.322, 0.196, 0.257, 0.197, 0.413, -0.683, 1.571, 0.381, 0.146, 0.159, -0.922],
  "total_energy_ev": -166543.238,
  "spin_multiplicity": 1,
  "homo_energy_ev": -13.292,
  "molar_mass_g_mol": 1086.75,
  "gap_ha": 0.2861,
  "charge": 2,
  "relative_energy_ev": 0.000
}